Record 1
9 unconnected molecules or ions with the total composition C36H53NO24 at a distorted geometry, computed with the ωB97M-V functional and the def2-TZVPD basis.

Values from the calculation:
calculated total energy	-3264.21590	hartree
E_LUMO	0.1	eV
SMILES string	C[C@H]1COC(=O)O1.C[C@H]1COC(=O)O1.C[C@H]1COC(=O)O1.C[C@H]1COC(=O)O1.C[C@H]1COC(=O)O1.C[C@H]1COC(=O)O1.C[C@H]1COC(=O)O1.C[C@H]1COC(=O)O1.c1cc[nH]c1
Kohn-Sham gap	9.029	eV
highest occupied orbital energy	-8.951	eV

Element x y z (Å)
C 6.70853 27.02852 -4.63578
H -0.33840 24.46381 -7.51407
H 5.36419 22.73711 -4.93957
H -0.29827 22.84883 -10.13582
O -0.03229 21.24340 -2.71758
H -4.05638 19.94625 -8.75362
C -0.95872 19.58484 -1.38651
H 7.58230 29.00908 -4.80609
H 5.01715 21.04168 -5.39269
H -2.84709 19.13064 -0.37721
O 3.48582 28.47256 -0.98890
H 0.08016 24.14343 -0.95355
H -4.86657 20.37414 -6.64868
H -1.57364 19.70105 0.75149
H 8.68408 24.48500 -8.97439
C 2.55123 27.75681 -1.18053
O -4.49695 16.51625 -6.47560
C 2.63530 23.54676 -4.65691
C 0.49595 27.04599 -1.66827
O -4.12033 18.64785 -5.88417
O 0.46843 16.00524 -3.48392
O 0.89656 27.26214 -9.81799
C 3.30108 22.16958 -4.69404
C 5.29186 24.97203 0.23257
O 2.32885 21.34574 -5.36113
O 0.29641 20.08333 -0.86156
O 2.54154 26.43289 -0.92281
H -3.05692 20.73127 -4.83061
H -0.18460 17.37821 -7.19765
H 1.98148 24.05748 -7.35000
O 3.34292 26.69378 -4.20794
C 5.29575 23.45690 -0.07040
H 4.77961 21.96185 -1.47627
C 7.04948 24.61503 -7.46229
O -0.15031 25.36605 -9.30849
H 3.81357 23.50207 -1.63275
C 6.60768 25.83690 -3.67214
O 1.29117 23.26435 -4.98073
H -1.59261 23.05811 -8.99096
H -0.22624 22.07262 -8.53353
C -3.89595 19.87276 -6.59406
O -0.27347 17.37416 -5.10817
H 3.33532 16.50777 -6.97841
O -3.96925 18.04896 -8.02577
C 1.62520 24.26386 -8.35744
H -0.12315 27.02273 -2.56898
H 0.06808 18.96610 -6.36293
O 1.97150 25.61450 -8.69475
C -1.96606 19.76143 -0.26338
C 0.11534 24.22872 -8.48074
C 1.16235 22.03861 -5.47540
C -3.50956 19.39988 -7.98300
C 0.68055 16.65570 -4.46316
C -2.83654 20.68793 -5.89805
H -1.35981 19.83995 -3.51231
H 6.25001 22.97150 0.13908
H 2.20978 18.68797 -5.90687
C 4.78503 23.05207 -1.44235
C 5.52666 25.18136 -9.00167
H -0.94058 18.53523 -1.68513
C 2.44969 17.03369 -7.34066
H 2.82261 17.69123 -8.12687
C -4.21898 17.62601 -6.76999
O 5.21037 25.67121 -3.49396
C 0.22408 17.88823 -6.32500
H -2.05598 21.10847 -2.45951
H 6.31602 25.34140 0.25784
C 0.80963 21.01430 -1.71608
H 7.06805 26.76493 -5.63170
H 1.71099 25.31514 -2.46031
H 1.82053 16.27605 -7.80890
H 4.89181 24.94300 -6.93647
H 5.46988 23.32212 -2.25105
C 4.03783 23.93806 1.79047
O 5.37543 27.54492 -4.61991
H 2.74914 23.96071 -3.65821
H -0.20664 27.10049 -0.83158
C 0.86411 24.78092 -0.54982
N 6.75847 25.16452 -9.60066
O 1.85165 21.56000 -1.52581
C 1.76226 17.73049 -6.17156
O 4.35914 22.97027 0.91330
H 1.69503 24.12531 -0.26504
H 7.07684 24.92220 -4.03185
H -2.45316 19.50490 -8.23882
O 4.66138 25.08636 1.49700
H 8.63976 27.80582 -4.02486
O 3.29494 23.82044 2.71533
H 7.25666 28.46066 -3.14630
H -2.64102 21.68513 -6.27829
C 7.61231 28.15677 -4.13229
C 0.89616 26.18471 -9.31151
C 7.68727 24.76090 -8.67380
O 1.38975 28.12542 -1.73021
H 7.49588 24.27206 -6.54160
C 4.63171 22.05969 -5.38298
H 2.12665 23.54354 -9.01042
H 3.07288 24.27415 -5.34456
H 6.94557 25.33214 -10.56993
O 1.86493 16.86953 -5.03086
O 0.18790 21.54713 -5.95665
H 0.61651 25.22338 0.41606
C -0.50752 22.97586 -9.07386
H 4.53958 22.36369 -6.43136
H -2.31056 20.80518 -0.23140
H 3.48451 21.83682 -3.66844
H 4.61577 25.48546 -9.49163
C 5.69439 24.90566 -7.65518
H 4.71988 25.52208 -0.51376
C 1.38641 25.80325 -1.54294
C -1.19669 20.45423 -2.63018
H 7.10501 26.09441 -2.73389
C 4.52887 26.61679 -4.16176
H -1.93502 20.07121 -5.93478

Record 2
A molecular structure, C36H54BBrClO8OsP2, computed with the ωB97M-V functional and the def2-TZVPD basis.

Values from the calculation:
calculated total energy	-5838.55252	hartree
E_LUMO (spin up / spin down)	-1.7 / -3.2	eV
2S+1	5
⟨S²⟩	6.0629
Kohn-Sham gap (spin up / spin down)	7.462 / 6.817	eV
highest occupied orbital energy (spin up / spin down)	-9.185 / -9.977	eV
charge	+1

Element x y z (Å)
C 1.80619 2.04407 -4.38263
O 2.24250 -0.48588 2.43788
H 6.01078 3.56023 3.47410
O -0.71726 0.06538 1.40110
H 2.27487 -5.33426 2.54316
H 3.23027 -1.09714 5.62264
P -1.15789 -1.35508 1.58323
H 1.83382 -1.65452 -5.53021
O 2.78731 -2.83172 1.83173
H -3.08026 -1.51886 4.97730
C -4.37015 0.07080 -3.38364
C -4.10106 0.16487 2.10915
C 0.17466 -2.29786 2.31663
H -4.90728 2.25878 -2.04799
Br 0.82348 -1.72150 -2.86138
H -2.32029 -5.19171 -0.04325
H -4.16532 -3.55450 -0.87707
C 4.30817 2.93057 2.33254
H -3.81158 -1.82538 -0.80693
H -3.56955 0.53245 1.22987
C 4.16222 4.11004 4.40945
H -0.69827 -4.57988 0.26594
C 1.82172 -0.61993 -5.21729
C 3.83346 -3.75164 -0.13953
C 2.99892 -1.39886 4.60035
O -2.30954 1.94392 -1.77465
C -3.62058 -2.78376 -0.33009
H -4.61312 1.01030 2.57081
H 1.41157 0.91275 5.36118
C -2.14848 -3.09990 -0.36764
H 0.15985 -2.19098 3.40148
B -1.58572 0.78721 -1.93921
H 4.01344 -5.10961 2.29805
C 1.33407 3.76481 -2.74950
H -1.82529 1.17083 -5.42909
H 0.06443 -3.35563 2.06832
C -1.76008 -4.35510 0.37604
H -1.94961 4.07835 -3.21446
H 3.90765 -1.78053 4.13812
H -4.88862 3.00975 -3.65179
C 1.81448 3.40469 -3.96887
P 1.73797 -1.69351 1.62656
C 4.93202 3.53134 3.40418
O -2.44046 -1.57482 2.43236
C -2.97922 2.21400 -3.03825
C 2.14940 3.49724 3.26962
C -3.07140 0.79364 -3.69316
H -4.59167 0.08834 -2.31643
C 2.28593 0.39234 -6.08302
C 2.45710 -0.19775 3.86371
C -4.31499 2.86059 -2.73450
O 1.51192 -1.34820 0.18681
C 2.28453 1.68983 -5.66810
H -2.83402 -0.27275 -5.53012
O -1.39478 -1.93907 0.14670
H 4.81436 -3.61598 0.31799
Cl 4.94542 4.85460 5.76191
H 1.18448 2.11456 1.16549
C 1.17964 0.36831 4.44510
H -2.53388 3.45399 -4.76433
H -4.55295 -1.79115 4.02881
H -5.21224 0.52026 -3.91098
H 4.90389 2.47625 1.54989
Os 0.06493 0.19378 -0.79852
H -2.01477 -4.29069 1.43686
H -2.38768 0.27373 3.39314
O -1.99079 0.06336 -3.04518
H 3.08277 -6.10397 1.16968
H -3.99175 -2.75805 0.69494
C -2.08774 3.17477 -3.80911
H 3.88158 -4.60862 -0.81283
H -4.85345 -0.56154 1.79797
C 2.77154 4.10031 4.34094
H 0.71659 1.05964 3.74201
C -3.81065 -1.04718 4.32051
H -3.56553 1.32287 -5.73156
C 0.80160 1.44348 -2.21872
H 0.35626 3.10399 -0.95406
H -4.27991 -0.96831 -3.70360
H 3.21176 0.58594 3.82336
C -3.15018 -0.45128 3.10570
H -4.15020 3.83656 -2.27773
C 2.26249 2.21017 1.17914
H 2.64883 0.12669 -7.06670
H 1.80480 -4.06505 0.46297
C -2.80387 0.76163 -5.18583
H 2.19526 4.56796 5.12773
H 2.26695 -2.20915 4.65067
H 0.46513 -0.41789 4.70309
C 2.89597 2.88417 2.23358
H -4.31565 -0.25873 4.87923
C 1.36493 -0.28288 -3.97940
H 1.33129 4.80217 -2.44142
H 2.64947 2.47620 -6.31738
C 0.79981 2.77930 -1.88883
H 1.06691 3.48840 3.21173
C 1.31623 1.04935 -3.49973
C 3.05333 -5.20777 1.78998
H 3.58566 -2.86535 -0.72241
C 2.79482 -3.99941 0.92682
H 2.20566 4.14869 -4.65210
H -1.79978 -3.14797 -1.39824
H 2.83544 1.70027 0.41662
H -1.10299 2.74273 -3.99740

Record 3
A molecular structure, C36H54BN2P2PdSe3Te2, computed with the ωB97M-V functional and the def2-TZVPD basis.

Values from the calculation:
calculated total energy	-10089.39579	hartree
E_LUMO (spin up / spin down)	-4.9 / -4.9	eV
Kohn-Sham gap (spin up / spin down)	4.871 / 4.867	eV
highest occupied orbital energy (spin up / spin down)	-9.812 / -9.813	eV
charge	+1

Element x y z (Å)
H -0.26475 -4.54171 3.40350
H 1.80455 -3.86640 4.65500
C 3.01251 -0.20210 -1.78702
H -2.74054 3.29971 -3.08786
H 1.07358 1.72358 1.87301
H -3.96394 1.80754 -3.37657
H 6.32754 -0.63245 -2.34488
C 2.92488 1.16652 -2.00710
H 0.09919 -3.80726 -6.58851
C 0.62062 -4.13414 -4.53209
C -3.17381 1.89259 0.44235
H 4.31771 -1.91563 -1.72432
B -2.04955 0.56797 2.23701
H -2.50902 4.67690 1.55876
C 1.76776 -2.83465 4.29338
Te 1.37833 -1.43643 -1.25369
H -0.85294 -3.11896 4.25363
H 1.92493 0.97551 0.50712
C -0.32049 -0.23818 3.82243
H -3.90126 -1.61957 -0.74792
H 3.76490 -1.62675 2.44480
H 0.09534 -1.34301 -6.37398
H 1.77777 -4.64085 2.30107
C 0.90683 -3.53941 -3.31087
H 2.57162 -3.23516 1.60176
C -4.46983 -0.80250 -1.18525
H 3.99139 2.95372 -2.51673
H 0.34264 3.50703 -1.16335
H 2.79428 -2.50798 4.13640
H -3.24103 2.92228 0.10306
C 0.87355 -2.15251 -3.18577
C 3.40628 -0.83510 1.78798
H -3.66858 -1.23722 -3.62902
H -1.13164 6.05838 3.07913
H 2.03287 1.19846 4.18245
H -2.38440 -0.05402 -3.82754
C 0.93033 -2.80318 3.00987
C -0.32466 2.77809 -0.69374
C 5.37540 -0.12627 -2.25194
H -5.20319 -1.22789 -1.87596
Pd -0.76347 -0.62710 0.39388
H 0.15291 2.50107 -3.27042
C -1.86817 4.20523 2.29466
C 2.67040 0.40292 3.80006
H 0.29327 5.00728 4.78781
H 0.64357 -5.21258 -4.62167
H -1.15698 -3.28461 2.52568
C 5.28503 1.24114 -2.47696
C 0.59146 -1.36412 -4.29195
H 3.67428 0.82474 3.70659
Se -1.54282 -3.47887 -0.76080
N -1.12290 0.83434 3.28649
H 0.27934 1.96014 -0.30905
C 0.31681 -3.34578 -5.63447
H 2.82110 1.89190 1.70760
C -4.47946 1.22592 -2.61824
Te -1.89928 -5.54686 0.32030
N -2.45270 1.81703 1.68927
C -0.42483 -3.46273 3.31095
H 0.38077 2.55014 5.02480
P 0.61289 -1.05390 2.40787
C 4.24157 -0.84948 -1.90330
C -0.28804 4.38674 4.11891
C 1.98297 1.20211 1.56887
H -0.06594 0.83541 -2.71818
C 0.31130 -1.96288 -5.51341
H 0.97109 -3.70976 1.03145
C -1.81009 2.82874 2.41390
H -4.18944 1.51374 0.54832
H -5.01609 -0.30026 -0.38641
H -0.80088 3.27275 0.15218
H 1.14668 -4.15743 -2.45531
H 4.23174 -0.13451 1.63501
P -2.26991 0.88103 -0.86684
C -1.09289 4.97961 3.15601
Se -4.04965 -5.62086 1.23164
C -0.22955 3.00066 4.25092
H 2.71891 -0.40083 4.53266
H -5.31627 0.72480 -3.11151
H -1.25134 1.59103 -3.80022
H -2.85280 3.88572 -1.42984
C -2.17174 3.49453 -2.18429
C 2.23367 -0.06112 2.40042
H 3.17727 -1.27591 0.81903
C -0.98635 2.22338 3.39383
C -2.90165 -0.66967 -3.09530
H -2.18740 -1.38773 -2.68565
H 1.32320 -2.22931 5.08640
H 6.16863 1.80419 -2.74805
C 1.60964 -3.63165 1.91293
H -4.90019 1.90735 -1.87509
C -3.58080 0.15408 -1.99157
H 1.98344 1.67870 -1.89470
C 4.06248 1.88624 -2.34991
H -1.46844 4.29898 -2.41634
Se -2.73952 -1.16076 1.73410
H 0.36823 0.10114 4.58847
C -1.34003 2.28406 -1.73317
C -0.58745 1.76084 -2.95413
H -0.96695 -0.99196 4.26745
H 0.60623 -0.28598 -4.23030

Record 4
A molecular structure, C36H54F6KN5O4S2Sb, computed with the ωB97M-V functional and the def2-TZVPD basis.

Values from the calculation:
calculated total energy	-4214.64145	hartree
E_LUMO (spin up / spin down)	1.8 / 1.8	eV
Kohn-Sham gap (spin up / spin down)	6.039 / 6.320	eV
highest occupied orbital energy (spin up / spin down)	-4.227 / -4.505	eV
charge	-1

Element x y z (Å)
H 1.51787 -2.25946 -2.68383
H -3.71508 1.35766 -5.65235
H 0.72079 -5.70140 -0.11208
O 2.19762 1.96476 1.88889
C -0.31826 -3.19198 -0.09645
K 0.60164 0.41517 0.50463
H -4.53552 -3.20138 -2.81133
H 2.27239 -3.22596 -3.94802
H -0.27617 0.37036 4.52341
H -0.79197 -2.23339 0.06459
C 1.51488 -0.91020 -5.07412
N 0.63586 -1.44498 2.51946
F 6.14205 -0.51242 -2.85659
H -2.30189 -1.22609 -6.91500
C -1.75808 1.91226 3.23304
C 0.36013 -2.97391 -5.88027
C 3.93399 0.73709 3.34009
C -3.24118 -3.17707 -5.20515
H -3.49098 0.87376 -3.96651
H 1.32099 -3.38090 -6.22099
H -2.76274 -4.81520 -3.02541
H -3.80828 -2.35520 -5.64470
H -4.13196 2.73102 -2.08720
H -2.84852 2.02999 3.31125
C -0.87560 -4.39988 0.56752
H -0.81859 -2.58881 5.31218
C 1.30730 -2.86894 -3.56723
H 0.81648 -4.42782 4.93630
H -0.73201 -5.76620 -1.11495
S 3.52113 1.37272 1.65723
C -1.78801 -0.27587 -6.75732
H -2.22835 0.46286 -7.44174
H -3.41078 -2.18469 -1.89246
H 1.08615 -0.32768 -5.89321
C -4.16398 1.41810 1.02176
C 5.07171 -1.29455 -2.76370
O 4.57160 2.33916 1.41682
N 3.53374 0.04958 0.89505
C -0.95143 -0.24583 3.92507
H -1.26095 -4.49404 -3.89517
H 2.47923 -1.30175 -5.41904
C -2.46376 -0.12571 2.07120
C -0.12037 5.13200 0.99423
H -0.27654 -3.82145 -5.63443
H -1.37900 2.06508 4.24445
H -1.13943 1.88856 -4.13688
H -0.57699 6.36806 2.69489
H 2.38673 -4.26517 2.99820
H -1.79512 -0.53290 4.57798
F 5.40303 -2.41365 -2.12631
H 0.34709 5.91318 0.41119
C -0.20371 3.84366 0.49922
C -1.16939 4.32575 2.97515
H -4.31826 -1.49971 -3.24375
O 2.28689 -1.15096 -0.82920
H -1.50263 2.28316 -5.81985
H -0.74335 -0.40037 -7.04614
C -0.62720 5.37723 2.26064
H -4.03484 -0.30542 -5.16270
C -2.66709 -2.81848 -3.83811
C -2.71384 1.34860 -1.25432
H -0.04496 1.37090 -5.40922
C -2.40658 -4.35978 0.61389
N -1.40026 0.56613 2.80131
H -2.75433 -3.45063 1.11082
C 1.63989 -3.50400 3.17833
H -3.92969 -4.02691 -5.09925
H -2.80623 -5.21929 1.15740
H 0.73128 -3.74497 -3.26457
C -4.59148 2.17699 -0.05583
H -5.49069 2.77621 0.01454
O 2.74206 1.20424 -1.24891
H -2.10535 1.28301 -2.14704
F 4.68259 -1.62218 -4.00953
H -0.09138 -2.44085 -6.71821
H -2.82147 -4.37115 -0.39722
C -1.99913 -4.05113 -3.22833
C 0.60708 -2.07342 -4.67247
C -1.20061 3.05803 2.39981
H -2.04872 -1.06252 1.69281
H -0.71380 -6.56707 0.46311
H -1.54230 4.47451 3.98205
F 3.01182 -0.12114 3.81401
C -3.79685 -2.39255 -2.89436
H 2.16360 -2.29601 1.45163
H 0.65297 -3.19154 -0.57619
C -0.37058 -5.68735 -0.08647
C -1.09769 1.50559 -5.15825
C 0.77410 -3.58463 4.25719
C -0.14202 -2.56600 4.46659
N -0.74822 2.82929 1.17385
Sb -1.17940 -1.17031 -3.75284
C -0.15194 -1.48948 3.58512
C -3.36992 0.54247 -5.00211
H -0.52697 -4.41297 1.61208
H 0.20854 3.60011 -0.47518
C 1.52366 -2.42005 2.32124
H -1.50617 -3.81556 -2.28131
H -4.72352 1.40952 1.94853
N -2.29890 0.61698 -0.22939
F 3.99894 1.75295 4.21825
C -1.90985 0.21658 -5.32163
C -3.84494 2.15142 -1.21965
H -3.29827 -0.37705 2.75067
C -3.00170 0.66648 0.90461
S 3.34122 -0.08359 -0.79750
H 1.71715 -0.24577 -4.22944
F 5.11403 0.10909 3.37470
H -2.46692 -3.46859 -5.91308